The following is a quantum chemistry calculation of a cluster of 13 separate species, C35H102N6O17 in total, from the Open Molecules 2025 dataset.

Calculated values
HOMO ... -0.3358 Ha
Total charge ... 0
Frontier orbital gap ... 9.5 eV
Total energy ... -3002.0273 Eh
Strongest force on any atom ... 3.42 eV/Å
Relative energy (zero: lowest compared OMol25 entry of this formula, charge and spin) ... 0.00 kJ/mol

Cartesian coordinates (Å):
O 9.204 -21.908 2.909
O 3.154 -25.736 4.675
O 5.022 -24.204 -0.590
O 10.490 -24.372 9.197
O 2.853 -22.779 1.027
O 5.885 -26.244 4.622
O 5.723 -20.441 5.867
O 13.300 -24.847 8.562
O 5.959 -23.935 10.997
O 8.892 -21.065 8.514
O 3.581 -27.754 10.690
O 2.992 -20.031 4.959
O 7.724 -28.755 7.455
O 8.682 -31.718 5.622
O 2.660 -23.322 3.592
O 10.235 -25.945 5.431
O 13.067 -25.343 5.747
N 10.800 -18.067 7.516
N 8.783 -21.934 -0.735
N 4.810 -21.073 8.388
N 3.309 -22.912 10.424
N 5.323 -28.933 9.016
N 8.091 -25.820 7.622
C 2.679 -21.397 5.163
C 3.124 -28.376 9.551
C 2.200 -26.704 4.301
C 8.455 -21.428 0.638
C 10.376 -20.097 6.299
C 4.914 -19.708 7.931
C 2.951 -24.563 8.655
C 6.703 -20.395 4.894
C 8.025 -30.473 5.890
C 6.008 -25.065 11.810
C 8.379 -21.668 9.734
C 3.844 -28.478 7.122
C 2.295 -21.492 0.975
C 3.396 -22.213 4.080
C 10.111 -22.729 3.568
C 11.281 -23.413 8.426
C 6.234 -25.520 3.479
C 7.032 -21.178 1.083
C 11.301 -26.826 4.969
C 5.175 -23.595 -1.830
C 5.161 -18.831 9.169
C 6.118 -19.672 6.971
C 9.216 -22.405 1.502
C 6.992 -26.380 5.484
C 9.965 -19.214 7.465
C 6.933 -25.521 6.711
C 3.726 -24.310 9.974
C 12.748 -23.583 8.712
C 2.857 -27.979 11.886
C 5.253 -24.230 9.790
C 8.484 -29.903 7.222
C 12.562 -26.689 5.839
C 6.988 -24.108 6.328
C 9.783 -20.019 8.730
C 4.221 -28.152 8.604
H 6.224 -21.147 0.317
H 3.768 -29.564 6.929
H 10.941 -22.425 8.680
H 6.989 -27.485 5.772
H 5.423 -25.334 2.765
H 9.766 -23.788 3.565
H 13.293 -22.866 8.135
H 5.834 -22.739 -1.914
H 1.266 -21.370 0.693
H 6.072 -19.095 9.631
H 3.433 -25.134 10.704
H 1.610 -27.200 5.085
H 12.812 -25.486 9.104
H 4.498 -27.095 8.664
H 11.090 -20.910 6.575
H 6.392 -18.641 6.645
H 12.918 -23.238 9.754
H 2.291 -22.857 10.578
H 3.827 -19.990 5.423
H 4.296 -23.322 -2.389
H 7.018 -28.856 8.112
H 3.551 -27.720 12.699
H 6.961 -23.384 7.157
H 2.202 -27.963 9.171
H 3.751 -22.624 11.306
H 13.323 -27.495 5.543
H 6.896 -20.279 1.720
H 10.775 -25.208 5.773
H 7.737 -20.931 10.217
H 3.331 -25.443 8.145
H 11.698 -26.463 4.007
H 13.114 -25.101 6.712
H 7.011 -25.956 2.847
H 8.362 -30.656 7.977
H 10.823 -20.396 9.026
H 1.541 -21.510 5.020
H 6.978 -20.058 7.448
H 2.785 -20.941 0.169
H 3.910 -21.257 8.877
H 5.631 -24.309 -2.491
H 9.784 -24.687 8.607
H 10.117 -22.297 4.533
H 8.398 -22.875 -0.872
H 6.348 -20.734 3.950
H 12.375 -26.913 6.917
H 7.819 -22.487 9.399
H 8.036 -26.832 7.763
H 5.570 -25.199 9.436
H 5.558 -23.489 9.061
H 1.364 -26.210 3.707
H 4.995 -25.380 12.194
H 11.157 -23.573 7.380
H 3.935 -26.231 4.918
H 8.564 -31.815 4.668
H 2.600 -27.489 3.599
H 1.932 -27.319 11.975
H 4.348 -22.419 4.465
H 6.694 -24.760 12.657
H 9.506 -20.656 5.916
H 1.911 -24.870 8.974
H 7.909 -26.172 4.912
H 6.015 -25.770 7.266
H 7.631 -21.063 5.190
H 8.365 -21.367 -1.537
H 3.491 -21.487 3.273
H 8.836 -25.710 6.943
H 8.961 -18.802 7.206
H 2.764 -23.131 1.934
H 2.950 -21.651 6.229
H 8.789 -23.382 1.426
H 4.336 -18.995 9.851
H 6.417 -25.979 11.373
H 5.427 -28.643 9.989
H 9.198 -21.899 10.388
H 6.705 -21.993 1.727
H 7.075 -19.411 4.677
H 10.410 -17.370 8.160
H 6.236 -23.783 5.542
H 11.740 -18.280 7.747
H 6.944 -30.627 5.883
H 4.776 -21.631 7.526
H 7.924 -23.830 5.815
H 4.317 -23.823 -0.037
H 5.259 -17.767 8.790
H 4.124 -19.238 7.359
H 10.849 -19.558 5.563
H 10.298 -22.395 1.305
H 2.841 -24.236 3.958
H 9.458 -19.351 9.533
H 5.122 -29.928 9.114
H 2.890 -23.680 8.024
H 3.030 -27.921 6.699
H 11.099 -22.657 3.116
H 4.707 -28.280 6.502
H 9.557 -29.636 7.263
H 9.084 -20.551 0.759
H 10.884 -27.857 4.910
H 2.667 -29.043 12.052
H 6.601 -24.534 3.797
H 8.201 -29.752 5.089
H 2.954 -29.410 9.839
H 2.429 -20.872 1.917

Atomic partial charges in e from the Löwdin method, atoms 1 to 2:
1 O -0.195
2 O -0.131